# C34H30N8O2S4Y

A structure of composition C34H30N8O2S4Y (ωB97M-V/def2-TZVPD, the Open Molecules 2025 dataset).

- Frontier orbital gap: 7.95 eV
- Charge: +1
- Relative energy (zero: lowest compared OMol25 entry of this formula, charge and spin): 0.455 eV
- HOMO: -10.181 eV

The geometry in XYZ format:
```
79
Properties=species:S:1:pos:R:3:forces:R:3
N 0.7765 0.2319 3.4548 -0.2 -0.2 -0.1
C -2.0431 -0.2932 -4.2434 -0.1 0.1 0.0
H -0.4680 -1.3956 -1.5748 0.0 0.0 0.0
N 1.3568 0.9921 -1.3110 -0.2 0.1 -0.1
N 1.0224 -1.3980 -0.1003 -0.1 0.1 0.1
O -4.0672 0.6792 -1.1630 0.0 -0.1 0.1
N -2.7193 1.2662 -7.4946 0.0 0.1 0.1
C 1.8540 -2.2014 6.6747 0.0 0.0 0.0
C -3.5611 1.7774 -5.2913 0.0 0.0 0.0
N -0.7545 2.7704 0.0725 0.0 0.0 -0.3
C -0.9800 4.1177 0.2798 0.2 -0.1 0.1
H 1.5334 1.4678 -5.1209 0.0 0.0 0.0
C -2.0805 4.6068 -0.3088 -0.1 0.0 -0.1
C 1.1896 -2.0591 4.3529 0.0 0.0 0.0
C -2.6156 -0.4998 1.7266 0.1 0.1 0.0
H 2.0031 -0.3462 7.7495 0.0 0.0 0.0
C 0.8071 1.4667 3.8912 0.2 0.0 -0.1
H 2.9273 -1.2290 -0.9293 0.0 0.0 0.0
C -3.4283 -2.6754 1.2449 0.0 0.0 0.0
C -2.1388 -3.0375 0.8933 -0.1 0.0 0.1
C -1.1348 -2.0935 0.9752 0.2 0.0 -0.1
H -1.9161 -4.0324 0.5317 0.0 0.0 0.0
H 4.3718 -2.6470 1.6688 0.0 0.0 0.0
H 3.1337 2.0006 2.4700 0.0 0.0 0.0
C 1.7832 -0.8269 6.8050 0.0 0.0 0.0
H 0.8313 -2.6055 1.5628 0.1 -0.1 0.0
H -0.2906 4.6805 0.8914 0.0 0.0 0.0
H -2.3858 0.5426 -8.1069 0.0 0.0 0.0
H 2.0646 3.3651 -3.5733 0.0 0.0 0.0
H -4.6716 -1.0382 1.9076 0.0 0.0 0.0
Y 0.2875 0.8394 0.9164 0.5 -0.2 0.3
C 1.4922 1.3354 -4.0475 0.0 0.0 0.0
H -2.7695 0.5260 2.0450 0.0 0.0 0.0
C -1.6900 2.2134 -0.6894 -0.2 0.0 -0.1
C 1.7080 2.1720 -1.8368 0.0 -0.1 0.1
H -4.1790 2.5653 -5.7062 0.0 0.0 0.0
C 0.6203 -1.3226 -1.5139 0.0 0.0 0.0
S 1.2550 1.6463 5.5569 0.0 0.1 0.1
H 4.9696 1.0244 3.8118 0.0 0.0 0.0
C 4.1350 -1.6101 1.8692 0.0 0.0 0.0
C 1.4197 -0.0761 5.6926 0.0 0.1 0.1
C -2.8070 0.5055 -3.3954 0.1 0.0 -0.2
C 3.4590 0.9816 2.3009 0.0 0.0 0.0
N -1.3652 -0.8453 1.4003 -0.1 -0.2 -0.1
C 1.1470 0.1093 -3.5095 0.1 0.0 -0.1
H 2.6834 -2.7183 -0.0316 0.0 0.0 0.0
H -2.4657 5.6124 -0.2765 0.0 0.0 0.0
H 0.9441 -2.5463 3.4223 0.0 0.0 0.0
C 3.1469 -0.9740 1.1397 -0.1 0.1 -0.1
S 0.5231 2.8080 2.8525 -0.1 -0.1 0.0
C 1.7861 2.3915 -3.1956 0.0 0.0 -0.1
H 1.6026 -3.8898 5.3694 0.0 0.0 0.0
H 5.5708 -1.3781 3.4489 0.0 0.0 0.0
C -3.6768 -1.3772 1.6585 0.0 -0.1 0.0
O -2.5562 -1.2660 -1.5540 0.0 -0.1 0.1
H -3.4380 1.8492 -7.8868 0.0 0.0 0.0
H -1.5068 -1.1384 -3.8338 0.0 0.0 0.0
H -4.2355 2.1069 -3.2906 0.0 0.0 0.0
N -1.5629 0.8905 -0.9811 -0.3 0.6 0.1
H 1.9192 2.9671 -1.1321 0.0 0.0 0.0
C 1.0728 -0.0215 -2.1347 0.0 -0.1 0.1
H 1.0390 -2.1624 -2.0832 0.0 0.0 0.0
H 2.1341 -2.8072 7.5259 0.0 0.0 0.0
C -2.0203 -0.0491 -5.6004 0.0 0.0 0.0
C 0.2919 -2.4511 0.6295 0.0 0.0 0.0
H -1.4437 -0.6897 -6.2588 0.0 0.0 0.0
H 0.9291 -0.7379 -4.1452 0.0 0.0 0.0
C 2.4766 -1.6440 -0.0268 0.0 0.0 0.0
C -2.7696 1.0010 -6.1453 -0.1 0.0 -0.1
S -2.9345 3.3488 -1.1320 0.1 -0.1 0.0
C 1.1243 -0.6713 4.4620 -0.1 0.1 -0.1
C 4.4730 0.4273 3.0600 0.0 0.0 0.0
S -2.8349 0.1437 -1.6806 0.1 0.1 0.0
C 1.5551 -2.8117 5.4532 0.0 0.0 0.0
H 0.3131 -3.3996 0.0827 0.0 0.0 -0.1
C -3.5823 1.5306 -3.9330 0.0 -0.1 0.1
N 2.7915 0.2973 1.3639 -0.1 0.1 0.2
C 4.8044 -0.8999 2.8530 0.0 0.0 0.0
H -4.2360 -3.3914 1.1708 0.0 0.0 0.0
```
Forces are in eV/Å.



# C34H31Br2FeN10

A structure of composition C34H31Br2FeN10 (ωB97M-V/def2-TZVPD, the Open Molecules 2025 dataset).

- Frontier orbital gap (alpha / beta): 6.85 / 4.40 eV
- Charge: +4
- Relative energy (zero: lowest compared OMol25 entry of this formula, charge and spin): 0.000 eV
- Spin multiplicity: 2
- ⟨S²⟩: 0.759
- HOMO (alpha / beta): -18.383 / -18.383 eV

The geometry in XYZ format:
```
78
Properties=species:S:1:pos:R:3:forces:R:3
C -0.3858 3.2808 0.4241 0.2 -0.1 0.0
H 3.2165 0.8787 0.1378 0.0 0.0 0.0
H 0.8405 2.2236 2.3994 0.0 0.0 0.0
C -0.9899 -4.4817 -0.6076 0.1 0.2 0.0
C 4.3048 -2.2607 -0.2932 -0.2 0.1 0.0
N 0.7558 2.3309 0.3150 0.1 0.2 0.0
C -5.8558 1.6017 0.1715 -0.3 0.1 0.0
H 2.3270 1.7365 1.6176 0.0 0.0 0.0
H 1.8702 4.8904 -1.4347 0.0 0.0 0.0
Br 5.8501 -3.2654 -0.4280 0.1 -0.1 0.0
C 1.5226 2.4644 1.5871 0.0 0.0 -0.1
N -0.2150 0.4209 -1.9499 0.1 0.1 -0.2
N 1.9480 -0.7447 -0.0920 0.3 -0.1 0.0
C 2.0843 3.8895 1.7851 0.0 0.0 0.0
H 0.8951 2.7981 -1.7162 0.0 0.0 0.0
C 0.3209 -4.0163 -0.5390 -0.1 -0.2 0.0
Br -1.3410 -6.2824 -0.8458 0.0 -0.1 0.0
H 5.2993 -0.3609 -0.0248 0.0 0.0 0.0
C -2.3721 0.6785 1.2528 0.3 0.0 -0.3
C -6.6832 1.1697 -0.8652 -0.1 0.2 0.4
C -8.0447 1.4472 -0.7977 -1.0 -0.1 -0.5
N -1.0747 -0.4191 4.6027 0.0 0.0 0.0
C 0.5683 -0.6255 2.9025 -0.2 0.1 -0.1
H 1.1346 -4.7201 -0.6263 0.0 0.0 0.0
H -5.8061 2.6855 2.0567 -0.2 0.0 0.0
C 0.1426 -0.7728 4.2229 -0.1 0.0 0.0
C -1.8959 0.0644 3.6767 0.0 0.0 -0.1
H 2.9888 -3.9271 -0.5290 0.0 0.0 0.0
C -1.7072 -2.2285 -0.3150 0.3 -0.1 0.0
N -1.7222 0.7140 0.0811 -0.4 0.0 0.0
C 0.2157 0.4250 -4.2791 -0.1 0.0 0.0
H 3.2332 4.1970 -0.5523 0.0 0.0 0.0
H -0.2506 5.1769 1.5411 0.0 0.0 0.0
N -0.4450 -1.7701 -0.2477 -0.2 -0.2 0.0
C 0.6159 0.1910 -2.9632 -0.2 0.1 0.1
C -6.4093 2.3047 1.2417 -0.2 -0.1 -0.4
H -4.2525 0.9193 2.2583 0.0 0.0 0.0
C -2.3538 0.9969 -1.0665 0.3 -0.1 0.3
C 0.5569 -2.6671 -0.3607 -0.3 0.1 0.0
C -3.7194 0.9813 1.3194 -0.5 0.1 -0.2
H 1.5643 -0.9141 2.5927 0.0 0.0 0.0
H 0.8050 -1.1835 4.9757 0.0 0.0 0.0
H -8.7488 1.1230 -1.5555 -0.1 0.0 -0.1
H -0.9869 3.2080 -0.4795 0.0 0.0 0.0
N -0.9916 0.8852 -4.5654 0.0 0.0 0.0
H -4.2081 1.5494 -1.9942 0.0 0.0 0.0
C -4.4085 1.3067 0.1411 0.9 -0.2 0.0
H -2.8931 0.3326 4.0056 0.0 0.0 0.0
H -2.5050 -1.5068 -0.2245 0.0 0.0 0.0
H -6.3099 0.5902 -1.7005 -0.2 0.0 0.0
H 2.3530 2.0839 -1.0675 0.0 0.0 0.0
C -3.7005 1.3085 -1.0702 -0.5 0.1 0.2
N -8.5049 2.1239 0.2347 2.4 -0.5 -0.1
H -1.0016 2.9871 1.2713 0.0 0.0 0.0
C 3.0519 -2.8598 -0.3805 0.2 0.0 0.0
H -8.2694 3.1225 2.0271 0.0 0.1 0.1
C -1.8294 1.0952 -3.5557 0.0 0.0 0.1
H -3.0580 -3.8661 -0.5366 0.0 0.0 0.0
H 1.7407 4.3433 2.7126 0.0 0.0 0.0
C 2.1483 4.2023 -0.6387 0.0 0.0 0.0
H 1.6048 -0.1812 -2.7293 0.0 0.0 0.0
C 4.3546 -0.8811 -0.1010 0.1 -0.1 0.0
N -0.2462 -0.1225 1.9786 0.1 0.0 0.2
H 0.8908 0.2356 -5.1053 0.0 0.0 0.0
C -2.0235 -3.5559 -0.4911 0.0 -0.1 0.0
H -0.2035 5.3846 -0.2120 0.0 0.0 0.0
Fe 0.1001 0.1221 0.0131 0.0 0.2 0.0
N 1.5993 4.7351 0.6485 0.0 0.0 0.0
C -1.5037 0.2149 2.3552 0.2 -0.1 0.2
H 3.1721 3.9176 1.7712 0.0 0.0 0.0
C 1.9099 -2.0878 -0.2768 0.1 0.3 0.0
C 3.1715 -0.1874 -0.0101 -0.2 -0.2 0.0
C -7.7756 2.5651 1.2394 -0.9 0.5 0.6
H -2.8173 1.4592 -3.8131 0.0 0.0 0.0
C -1.4643 0.8599 -2.2389 0.2 -0.1 -0.2
H 1.9311 5.6939 0.7811 0.0 0.0 0.0
C 0.1012 4.7387 0.6092 0.0 0.0 0.0
C 1.5591 2.7917 -0.8544 -0.1 0.0 0.1
```
Forces are in eV/Å.



# C34H31Cl4F5O

A structure of composition C34H31Cl4F5O (ωB97M-V/def2-TZVPD, the Open Molecules 2025 dataset).

- Frontier orbital gap: 8.79 eV
- Relative energy (zero: lowest compared OMol25 entry of this formula, charge and spin): 6.247 eV
- HOMO: -8.667 eV

The geometry in XYZ format:
```
75
Properties=species:S:1:pos:R:3:forces:R:3
C 2.1620 -4.0957 -0.8366 -0.2 0.1 -0.5
C -2.2190 -0.3547 0.4181 -0.8 0.6 -0.9
H -2.9513 5.5071 -3.5084 0.1 -0.1 0.2
H -2.1025 1.9511 -6.8613 0.2 0.2 -0.2
Cl -2.1082 -4.0210 2.9016 -0.2 -0.3 0.2
C 3.6402 -1.8866 -0.0574 -0.7 -1.4 0.6
C -1.9115 0.0800 -0.8683 1.1 0.0 1.2
C 1.6614 0.7437 0.9136 1.3 1.4 -0.4
C 1.4346 0.3457 2.2206 -0.1 -0.2 0.1
C -1.2430 1.2524 4.5499 0.5 0.1 0.5
C 0.2864 -0.8115 -0.6697 -1.0 -1.3 0.4
C -2.7227 4.7199 -4.2125 -0.6 -0.7 0.0
H 0.4482 -0.0447 2.4372 0.3 0.4 0.5
C -0.6317 -0.0661 -1.3795 -1.0 -2.4 1.5
C -2.3983 2.3879 -4.7941 -0.6 0.9 -0.3
F 3.1547 1.6545 -0.6683 0.1 0.0 -0.5
H -0.7174 1.4339 -2.6170 0.8 1.7 -1.5
C -2.6869 3.3741 -3.8440 0.4 -0.5 -0.1
H 3.4100 -1.2306 -2.0931 0.4 -0.2 0.5
C -2.6154 5.0440 -5.5550 0.2 0.6 -0.3
H -4.3387 0.0892 6.5013 0.1 0.0 0.1
C -3.3708 1.7660 5.5836 0.9 -0.3 0.6
F -2.3220 4.3524 -7.7969 0.0 0.3 0.1
H -2.1917 1.3655 -4.5065 -1.6 1.2 -0.8
H 1.5371 -4.9308 -1.1275 0.2 -0.1 0.0
C -2.2451 2.7278 -6.1220 -0.4 0.0 -0.1
H -1.4855 -1.2729 2.1887 0.0 -0.3 -0.1
C -0.0009 -1.2605 0.6111 -1.3 -1.3 -0.3
C -1.3647 -0.0568 4.9620 -0.4 0.4 0.3
C -2.4000 4.0544 -6.4808 0.2 -0.7 -0.3
H -2.6944 6.0634 -5.9117 0.0 0.0 0.1
H 0.7493 -1.7988 1.1766 -0.2 0.0 -0.1
C -1.2736 -1.0302 1.1557 0.9 0.1 -0.1
H 1.2507 -1.0313 -1.1092 -0.5 -0.1 0.3
C 3.7712 0.5403 2.7104 0.0 0.9 0.1
C 4.0042 1.0715 1.4534 -0.7 0.8 -0.1
C 2.4682 -3.1132 -1.7725 0.0 -0.5 0.6
C -0.7603 -4.9145 3.6228 0.1 0.5 0.1
H -0.3252 1.5524 4.0624 -0.1 0.1 -0.2
C -2.4361 -0.4763 5.7356 0.2 -0.1 -0.8
F -0.3958 -0.9254 4.6196 0.0 -0.1 0.1
C 2.4727 0.2714 3.1306 0.2 -0.6 -0.2
H -2.8493 2.9834 -2.8479 0.0 0.6 0.3
H 2.1590 -3.2202 -2.8024 -0.1 0.2 0.0
H -0.4246 0.1689 -2.4177 -1.0 -1.7 4.8
H 2.6115 -0.5443 -3.4988 -0.3 0.2 -0.4
H -4.0966 2.4938 5.9152 -0.2 -0.1 -0.2
H -1.5273 0.5683 -3.7512 1.2 -1.2 0.4
H -2.0612 3.2036 4.6581 -0.1 0.0 0.1
H -2.4949 -1.5235 6.0012 -0.1 0.0 0.2
Cl -0.0418 -5.9346 2.3621 -0.2 -0.1 0.5
H 2.3311 -0.1370 4.1228 -0.2 0.1 0.0
C 2.5687 -3.9616 0.4787 -0.4 0.2 0.0
C 2.9312 1.1630 0.5598 -0.1 0.2 1.8
C 3.2874 -2.8466 0.9015 -0.2 -0.2 -0.5
C 0.4896 -0.1771 -3.5152 1.6 -0.6 -2.3
Cl -1.2601 -5.8176 5.0728 0.0 -0.1 -0.7
C 3.1774 -1.9983 -1.3639 1.3 0.3 -0.1
H 2.1977 1.2183 -3.5111 -0.1 0.0 -0.2
H 0.9187 0.6590 0.1298 0.4 1.2 0.9
H -0.3005 1.6631 -4.3578 0.5 -0.2 -0.1
H 4.5882 0.3888 3.4037 0.1 0.1 -0.1
C -0.5123 0.9395 -3.5720 -0.9 2.5 -2.9
O 0.1692 -1.3280 -3.7125 0.3 0.1 -0.5
F -2.8423 0.7575 -1.5643 -0.3 0.1 -0.3
Cl 0.4104 -3.7008 4.1593 0.3 -0.2 -0.1
H 1.8925 0.2094 -2.1011 0.4 0.5 -0.3
H -3.2212 -0.1286 0.7625 0.1 -0.1 0.3
H 2.2230 -4.7159 1.1742 0.3 0.1 0.2
C -3.4464 0.4391 5.9964 -0.5 -0.2 0.0
F 4.4216 -0.8755 0.3438 0.5 -1.0 -1.0
H 4.9774 1.3858 1.1018 0.1 -0.1 0.1
H 3.4894 -2.7505 1.9593 0.4 0.3 -0.1
C 1.9003 0.2221 -3.1971 -0.2 -0.1 0.5
C -2.2040 2.1696 4.9475 -0.3 0.3 -0.8
```
Forces are in eV/Å.



> What is the relative energy (zero: lowest compared OMol25 entry of this formula, charge and spin) in the second record?

0.000 eV



> Among the records above, which one has the highest relative energy (zero: lowest compared OMol25 entry of this formula, charge and spin)?

C34H31Cl4F5O



> What is the formula in the second record?

C34H31Br2FeN10



> Look up the relative energy (zero: lowest compared OMol25 entry of this formula, charge and spin) of the first one.

0.455 eV